107
Properties=species:S:1:pos:R:3:lowdin_charge:R:1 method="wB97M-V/def2-TZVPD" homo_energy_ev=-4.4 total_charge=-1
La 13.805 8.470 10.111 2.076
N 12.439 6.512 8.957 -0.097
C 11.689 5.580 9.831 -0.251
C 12.313 5.255 11.160 -0.202
N 12.643 6.536 11.900 -0.123
C 13.425 6.349 13.170 -0.187
C 13.958 7.656 13.831 -0.218
N 13.980 8.836 12.948 -0.060
H 11.778 7.147 8.500 0.061
H 13.138 6.118 8.279 0.091
H 11.494 4.626 9.283 0.118
H 10.678 6.007 10.008 0.121
H 13.302 4.802 11.082 0.095
H 11.613 4.646 11.736 0.116
H 11.761 6.948 12.111 0.091
H 14.210 5.652 13.035 0.082
H 12.758 5.960 13.932 0.100
H 15.005 7.417 14.108 0.118
H 13.402 7.917 14.731 0.108
H 14.878 9.368 13.109 0.052
H 13.280 9.505 13.271 0.065
O 11.717 9.502 8.895 -0.285
C 11.436 10.680 8.405 -0.357
C 12.272 11.179 7.309 -0.018
C 12.078 12.443 6.756 -0.112
C 11.070 13.269 7.259 -0.121
C 10.156 12.792 8.231 -0.049
C 10.401 11.580 8.888 -0.117
C 9.516 11.209 9.955 -0.253
N 9.861 10.429 11.018 0.061
C 8.711 10.261 11.787 -0.102
C 7.655 10.958 11.172 -0.100
N 8.183 11.546 10.050 0.092
H 13.069 10.495 6.963 0.109
H 12.814 12.782 6.011 0.103
H 11.018 14.266 6.894 0.073
H 9.249 13.354 8.461 0.099
H 8.713 9.580 12.625 0.092
H 6.634 11.059 11.471 0.089
H 7.752 11.957 9.250 0.140
C 18.239 5.608 8.383 -0.096
C 16.744 5.734 8.680 -0.558
O 16.034 4.675 8.094 -0.090
P 16.130 7.380 7.855 0.419
O 17.075 8.480 8.360 -0.282
O 16.411 7.134 6.308 -0.123
O 14.617 7.562 7.957 -0.491
P 16.427 5.835 10.589 0.405
O 17.819 6.170 11.318 -0.126
O 15.746 4.565 11.014 -0.333
O 15.529 7.071 10.677 -0.547
H 18.361 5.709 7.330 0.057
H 18.694 4.660 8.696 0.086
H 18.788 6.414 8.882 0.076
H 15.751 4.157 8.903 0.090
H 16.929 9.600 9.189 -0.005
H 15.826 6.518 5.844 0.089
H 18.233 5.744 12.093 0.104
C 13.922 13.119 12.382 0.008
C 14.209 11.957 11.472 -0.285
N 13.345 11.024 11.225 -0.081
O 12.203 11.141 11.948 -0.107
C 15.460 11.688 10.842 -0.235
C 16.529 12.802 10.842 -0.008
N 15.740 10.489 10.331 -0.063
O 16.957 10.413 9.823 -0.073
H 13.213 12.814 13.209 0.101
H 13.618 14.056 11.881 0.094
H 14.920 13.338 12.843 0.077
H 11.377 10.709 11.504 0.050
H 16.131 13.729 10.405 0.088
H 17.383 12.459 10.294 0.062
H 16.796 13.036 11.863 0.035
C 21.827 9.117 17.403 -0.077
C 20.588 9.821 16.907 -0.275
C 19.284 9.461 17.360 -0.037
C 18.152 9.992 16.749 -0.055
C 18.315 10.819 15.646 -0.270
C 19.586 11.301 15.282 -0.053
C 20.724 10.719 15.830 -0.049
S 16.949 11.242 14.592 0.657
O 17.461 12.188 13.581 -0.362
O 16.434 9.929 14.078 -0.367
N 15.738 11.795 15.492 -0.108
C 15.510 13.036 15.931 -0.303
C 16.424 14.150 15.855 -0.040
C 16.126 15.417 16.344 -0.114
C 14.926 15.638 17.007 -0.095
C 14.012 14.578 17.147 -0.175
C 12.725 14.777 17.716 -0.054
C 11.822 13.757 17.858 -0.061
C 12.230 12.484 17.317 -0.178
N 13.379 12.244 16.820 0.116
C 14.244 13.278 16.566 -0.158
H 21.575 8.603 18.356 0.074
H 22.600 9.883 17.646 0.080
H 22.254 8.410 16.655 0.087
H 19.162 8.851 18.238 0.098
H 17.212 9.727 17.179 0.110
H 19.708 12.164 14.625 0.111
H 21.706 10.986 15.436 0.112
H 17.388 13.843 15.410 0.092
H 16.823 16.268 16.113 0.110
H 14.755 16.561 17.526 0.086
H 12.448 15.738 18.185 0.111
H 10.867 14.007 18.249 0.077
H 11.590 11.679 17.490 0.072